No. 1
# C19H17F11NO6S

A cluster of 2 separate species, C19H17F11NO6S in total in a non-equilibrium geometry (ωB97M-V/def2-TZVPD, OMol25).

The geometry in XYZ format:
```
55
C19H17F11NO6S, DFT ωB97M-V/def2-TZVPD
C 0.413 4.281 2.117
C 1.004 3.583 0.859
O 2.177 3.472 0.805
N 0.132 3.144 -0.207
C -1.174 3.851 -0.205
C -0.168 1.725 -0.134
C -0.383 1.080 -1.290
C -0.274 1.759 -2.657
C 1.228 2.156 -2.936
C 1.529 2.256 -4.479
O 2.041 1.077 -2.435
C -0.762 -0.422 -1.283
O -1.347 -0.828 -2.229
C -0.413 -1.277 -0.049
S -0.409 -3.080 -0.249
O 0.838 -3.608 0.204
O -0.588 -3.511 -1.613
C -1.769 -3.911 0.712
F -1.627 -3.829 2.050
F -1.680 -5.230 0.410
C -3.232 -3.444 0.356
F -3.308 -2.189 -0.129
F -3.945 -3.450 1.524
C -4.017 -4.382 -0.622
F -4.413 -5.520 -0.054
F -5.167 -3.723 -0.938
F -3.401 -4.585 -1.773
C -0.160 -0.615 1.085
C 0.237 -1.342 2.368
C 1.605 -0.749 2.963
C 2.760 -1.741 2.820
F 2.902 -2.719 3.780
C 3.639 -1.663 1.830
F 3.445 -0.797 0.886
F 4.716 -2.425 1.817
C -0.257 0.929 1.150
O -0.404 1.403 2.233
H 1.076 4.126 2.990
H -0.587 3.912 2.406
H 0.305 5.377 1.946
H -1.022 4.944 -0.328
H -1.788 3.646 0.701
H -1.791 3.496 -1.056
H -0.568 1.085 -3.481
H -0.905 2.668 -2.716
H 1.494 3.111 -2.434
H 2.290 1.492 -4.728
H 1.945 3.256 -4.717
H 0.595 2.111 -5.056
H 2.614 1.449 -1.749
H 0.409 -2.418 2.209
H -0.543 -1.128 3.131
H 1.919 0.152 2.411
H 1.501 -0.559 4.047
F 3.287 -2.395 -0.266
```

## Properties
LUMO energy ... 0.0344 Eh
Energy above the lowest of the compared OMol25 structures with the same formula, charge and spin ... 0.967 eV
Kohn-Sham gap ... 4.46 eV
Charge ... -1

Electronic structure analysis, Löwdin charges in units of e: -0.021 -0.467 0.133 -0.032 -0.058 -0.107 -0.034 -0.068 -0.377 -0.040 -0.035 -0.282 0.140 -0.087 0.767 -0.235 -0.248 -0.438 0.118 0.118 -0.330 0.149 0.126 -0.537 0.180 0.137 0.200 -0.073 -0.092 -0.074 -0.218 0.020 -0.395 0.066 0.134 -0.243 0.139 0.092 0.058 0.087 0.101 0.094 0.085 0.116 0.112 0.130 0.085 0.068 0.068 0.104 0.097 0.126 0.109 0.118 -0.588

---

No. 2
# C19H17F3FeO

A structure of composition C19H17F3FeO in a non-equilibrium geometry (ωB97M-V/def2-TZVPD, OMol25).

The geometry in XYZ format:
```
41
C19H17F3FeO, DFT ωB97M-V/def2-TZVPD
F 6.158 0.384 2.406
C 5.634 1.378 1.629
F 5.747 2.541 2.342
F 6.456 1.503 0.533
C 4.215 1.102 1.202
C 3.403 2.178 0.871
C 2.119 1.945 0.386
C 1.661 0.631 0.253
O 0.349 0.353 -0.078
C 2.477 -0.444 0.613
C 3.753 -0.206 1.110
H 3.732 3.201 1.014
H 1.479 2.791 0.143
H 2.087 -1.457 0.538
H 4.366 -1.040 1.430
C 0.028 1.988 -1.894
C -0.202 0.588 -1.379
C -1.667 0.246 -1.204
C -2.460 -0.599 -2.093
C -3.835 -0.525 -1.657
C -3.905 0.363 -0.509
C -2.574 0.845 -0.231
Fe -2.627 -1.127 -0.197
C -1.227 -1.838 1.038
C -1.464 -2.723 -0.089
C -2.876 -3.076 -0.086
C -3.510 -2.384 1.028
C -2.488 -1.613 1.716
H 1.024 2.087 -2.338
H -0.721 2.226 -2.652
H -0.088 2.713 -1.083
H 0.241 -0.167 -2.041
H -2.052 -1.131 -2.950
H -4.679 -0.991 -2.161
H -4.806 0.681 0.000
H -2.260 1.561 0.525
H -0.261 -1.511 1.390
H -0.702 -3.132 -0.751
H -3.357 -3.796 -0.748
H -4.545 -2.505 1.345
H -2.624 -1.040 2.629
```

## Properties
LUMO energy (spin up / spin down) ... 0.1984 / 0.1915 Eh
Spin multiplicity ... 5
Energy above the lowest of the compared OMol25 structures with the same formula, charge and spin ... 0.000 eV
Kohn-Sham gap (spin up / spin down) ... 2.70 / 5.63 eV
Charge ... -2

Electronic structure analysis, Löwdin charges in units of e: 0.070 -0.560 0.062 0.057 -0.240 -0.090 -0.072 -0.324 -0.098 -0.052 -0.114 0.089 0.071 0.100 0.077 -0.053 -0.324 -0.282 -0.154 -0.210 -0.203 -0.136 0.239 -0.177 -0.194 -0.218 -0.221 -0.198 0.072 0.075 0.068 0.142 0.098 0.080 0.080 0.110 0.088 0.093 0.082 0.080 0.089

---

No. 3
# C19H17F3N4O

The molecule C19H17F3N4O in a non-equilibrium geometry (ωB97M-V/def2-TZVPD, OMol25).

The geometry in XYZ format:
```
44
C19H17F3N4O, DFT ωB97M-V/def2-TZVPD
C 5.087 2.339 5.280
C 4.390 1.760 4.169
C 4.868 1.650 2.888
C 3.806 1.010 2.138
C 2.795 0.620 3.030
C 1.515 -0.048 2.696
C 0.632 -0.356 3.806
N -0.488 -1.001 3.628
N -0.796 -1.353 2.417
C -0.031 -1.085 1.389
N -0.389 -1.675 0.114
C -1.631 -2.406 -0.037
C -1.800 -2.683 -1.528
C -0.780 -1.736 -2.192
C -1.499 -0.611 -2.824
C -1.066 -0.256 -4.142
C -1.722 0.662 -4.983
C -2.829 1.241 -4.390
C -3.411 0.981 -3.183
C -4.680 1.620 -2.709
F -4.716 1.475 -1.344
F -5.841 1.126 -3.318
F -4.599 2.901 -2.981
C -2.599 0.164 -2.260
C 0.269 -1.290 -1.168
N 1.185 -0.477 1.488
O 3.115 1.217 4.269
H 5.096 1.533 6.037
H 6.126 2.616 4.913
H 4.673 3.242 5.720
H 5.756 1.841 2.442
H 3.915 0.916 1.050
H 0.821 0.037 4.818
H -1.540 -3.336 0.695
H -2.576 -1.938 0.292
H -2.780 -2.546 -1.891
H -1.408 -3.682 -1.725
H -0.336 -2.298 -3.007
H -0.280 -0.866 -4.621
H -1.579 0.766 -6.006
H -3.391 1.954 -4.986
H -2.986 -0.072 -1.307
H 1.266 -1.816 -1.395
H 0.436 -0.142 -1.283
```

## Properties
LUMO energy ... -0.0039 Eh
SMILES ... Cc1ccc(-c2cnnc(N3CC[C@@H](c4cccc(C(F)(F)F)c4)C3)n2)o1
Energy above the lowest of the compared OMol25 structures with the same formula, charge and spin ... 4.660 eV
Kohn-Sham gap ... 8.20 eV
Charge ... 0

Electronic structure analysis, Löwdin charges in units of e: -0.026 -0.327 -0.007 0.016 -0.162 -0.177 -0.075 0.027 0.054 -0.300 -0.051 -0.191 -0.111 -0.294 -0.170 -0.017 -0.041 -0.065 -0.095 -0.542 0.109 0.104 0.167 0.105 -0.094 0.197 0.053 0.101 0.117 0.087 0.076 0.118 0.118 0.149 0.106 0.100 0.115 0.127 0.115 0.087 0.120 0.093 0.136 0.147

---

No. 4
# C19H17FN4O4S

The molecule C19H17FN4O4S in a non-equilibrium geometry (ωB97M-V/def2-TZVPD, OMol25).

The geometry in XYZ format:
```
46
C19H17FN4O4S, DFT ωB97M-V/def2-TZVPD
C -7.445 -2.349 2.122
O -6.528 -2.620 1.087
C -5.743 -1.615 0.630
C -4.871 -1.950 -0.410
C -4.020 -1.010 -0.947
C -4.020 0.298 -0.462
C -3.151 1.373 -0.999
O -3.441 2.551 -0.947
N -1.986 0.952 -1.574
C -1.032 1.904 -2.079
C 0.192 1.974 -1.242
N 1.416 2.037 -1.644
N 2.199 2.101 -0.546
C 1.402 2.063 0.484
S 1.817 2.098 2.153
C 3.612 2.424 2.032
C 4.435 1.154 1.792
O 5.004 0.596 2.699
N 4.441 0.785 0.489
C 5.064 -0.318 -0.096
C 4.830 -0.538 -1.455
C 5.419 -1.606 -2.101
C 6.251 -2.475 -1.413
C 6.470 -2.240 -0.068
F 7.278 -3.077 0.614
C 5.897 -1.181 0.609
O 0.110 1.982 0.115
C -4.907 0.632 0.557
C -5.755 -0.307 1.108
H -7.956 -3.291 2.314
H -8.177 -1.594 1.820
H -6.936 -2.022 3.033
H -4.887 -2.963 -0.782
H -3.382 -1.296 -1.770
H -1.707 -0.013 -1.500
H -1.545 2.876 -2.053
H -0.731 1.676 -3.105
H 3.881 2.832 3.006
H 3.761 3.164 1.248
H 3.853 1.330 -0.146
H 4.182 0.136 -1.995
H 5.231 -1.767 -3.152
H 6.722 -3.314 -1.899
H 6.093 -1.034 1.658
H -4.917 1.651 0.914
H -6.422 -0.011 1.902
```

## Properties
LUMO energy ... 0.0138 Eh
SMILES ... COc1ccc(C(=O)NCc2nnc(SCC(=O)Nc3cccc(F)c3)o2)cc1
Energy above the lowest of the compared OMol25 structures with the same formula, charge and spin ... 0.057 eV
Kohn-Sham gap ... 8.95 eV
Charge ... 0

Electronic structure analysis, Löwdin charges in units of e: -0.082 -0.076 -0.271 0.005 -0.027 -0.146 -0.445 0.073 0.073 -0.083 -0.308 0.106 0.016 -0.664 1.045 -0.336 -0.530 0.074 0.123 -0.208 -0.031 -0.081 -0.025 -0.270 0.061 0.065 0.098 -0.004 -0.005 0.094 0.097 0.097 0.120 0.111 0.136 0.137 0.137 0.086 0.087 0.087 0.106 0.105 0.113 0.112 0.122 0.105

---

No. 5
# C19H17N2Nd

A structure of composition C19H17N2Nd in a non-equilibrium geometry (ωB97M-V/def2-TZVPD, OMol25).

The geometry in XYZ format:
```
39
C19H17N2Nd, DFT ωB97M-V/def2-TZVPD
C -3.056 2.077 -2.340
C -2.308 3.197 -2.505
H -3.491 1.847 -1.342
H -3.185 1.338 -3.146
H -1.791 3.417 -3.451
H -2.166 3.913 -1.675
Nd 1.364 0.138 -1.033
C 0.747 -1.382 -3.150
C 0.413 -0.031 -3.493
C 2.705 -0.159 -3.286
C 2.163 -1.447 -3.025
H -0.556 0.292 -3.882
H 1.691 1.759 -3.924
H 3.764 0.079 -3.399
C 1.623 0.735 -3.558
H 2.731 -2.372 -2.913
H 0.061 -2.229 -3.260
C 0.398 -3.817 1.072
C 0.466 -2.860 0.063
N 0.415 -1.529 0.352
C 0.164 -1.117 1.642
C 0.019 -2.066 2.695
C 0.207 -3.426 2.390
C -0.274 -1.570 4.013
C -0.455 -0.224 4.264
C -0.321 0.761 3.221
C -0.492 2.148 3.392
C -0.307 3.020 2.325
C 0.061 2.526 1.072
N 0.262 1.194 0.888
C 0.017 0.311 1.913
H 0.490 -4.859 0.792
H 0.573 -3.092 -1.002
H 0.169 -4.140 3.210
H -0.342 -2.299 4.830
H -0.729 0.142 5.263
H -0.765 2.499 4.385
H -0.446 4.092 2.434
H 0.182 3.134 0.167
```

## Properties
LUMO energy (spin up / spin down) ... -0.2786 / -0.2760 Eh
Spin multiplicity ... 4
Kohn-Sham gap (spin up / spin down) ... 7.50 / 7.57 eV
Charge ... +2

Electronic structure analysis, Löwdin charges in units of e: -0.080 -0.088 0.057 0.051 0.052 0.048 2.050 -0.209 -0.205 -0.216 -0.212 0.118 0.124 0.125 -0.220 0.125 0.128 0.004 -0.070 -0.103 -0.139 -0.121 0.060 0.025 0.027 -0.121 0.057 0.001 -0.080 -0.101 -0.146 0.131 0.110 0.145 0.139 0.140 0.143 0.130 0.123

---

| no. | energy (Eh) |
| --- | --- |
| 1 | -2736.9622 |
| 2 | -2372.5134 |
| 3 | -1327.9797 |
| 4 | -1752.2907 |
| 5 | -1404.5956 |